95
Properties=species:S:1:pos:R:3:forces:R:3 method="wB97M-V/def2-TZVPD" homo_energy_ev=-8.3 e_above_lowest_ev=1.288 gap_ev=8.451
O -2.034 -1.726 3.473 1.875 0.732 -1.464
O 1.567 -2.411 -0.448 -1.509 -0.155 -0.371
O -0.333 -0.579 -0.898 1.180 -0.040 0.385
O 2.067 -0.738 5.594 -4.262 0.824 -3.912
O -2.875 0.487 -0.996 1.272 1.418 -0.916
O -3.326 3.503 -1.342 0.252 1.026 -0.305
O 5.225 1.806 -0.942 0.407 -1.253 -2.288
O -0.779 2.332 -5.007 -0.162 0.399 -0.639
O -2.690 -3.697 -0.650 -2.334 0.628 0.135
O -1.263 1.304 2.615 2.173 -0.720 -0.269
O -1.077 -3.645 -4.352 -0.104 0.835 0.336
O 0.836 4.063 2.633 1.014 0.492 0.039
O 3.489 0.519 3.020 1.507 0.892 0.651
N 0.942 0.201 3.710 2.855 0.940 -2.620
N -0.187 -0.873 5.194 -4.283 -2.048 -0.001
C -2.111 2.081 1.879 -0.812 2.148 -1.722
C 2.185 3.758 0.605 -2.325 0.278 0.415
C -1.176 -2.402 2.467 -1.402 -0.511 0.064
C -0.411 -3.522 3.118 -0.523 0.711 1.026
C 1.923 3.315 2.066 -0.955 -0.497 -1.197
C 0.668 -2.118 -3.691 0.477 -0.847 -1.819
C -2.275 3.544 -2.281 0.558 1.923 -0.321
C 1.057 1.866 -3.555 -0.347 0.625 -1.520
C -1.376 -4.074 -0.806 0.111 0.694 -0.922
C 4.129 1.762 -1.836 -1.236 -0.694 0.120
C -0.845 -2.295 -3.865 0.467 -0.906 0.602
C 0.971 -0.533 4.794 7.648 1.021 4.662
C -5.026 0.459 0.004 1.044 -0.573 -0.086
C 3.518 0.178 1.661 -2.009 -0.004 0.524
C 2.013 -3.232 0.598 1.458 -0.833 -1.011
C -0.154 1.269 -4.338 0.010 0.021 2.411
C -3.645 -0.249 -0.125 -2.269 -0.804 -1.434
C 0.533 0.412 -0.315 -0.455 0.817 -1.107
H 2.800 -0.634 1.536 -0.086 0.053 0.043
H 1.577 0.223 -0.482 0.482 -0.574 0.021
H -1.378 -4.814 -1.582 1.053 -0.080 -0.917
H -1.780 1.026 3.346 -0.407 -0.709 1.302
H 4.434 -0.188 1.358 2.156 -0.515 -0.773
H 1.387 -4.106 0.711 -0.342 -0.048 0.030
H 4.286 1.168 -2.731 0.991 0.276 -0.162
H 3.313 1.207 -1.402 -0.491 -0.452 0.712
H 0.691 3.692 3.512 -0.102 0.074 -0.097
H 0.141 0.494 3.143 0.445 -0.297 0.719
H 0.111 0.391 -4.954 -0.009 0.602 0.039
H -1.103 -4.570 0.067 1.366 -0.669 1.743
H 2.254 -2.188 -1.041 1.095 0.213 -0.884
H -0.884 0.939 -3.548 0.533 -0.184 -0.713
H -0.088 -4.302 2.478 0.085 -0.658 -0.997
H -5.550 0.014 0.828 -0.633 -0.273 0.276
H -1.368 3.079 -1.882 0.057 0.018 -0.118
H 1.093 -2.028 -4.727 -0.167 -0.297 0.808
H 0.764 2.717 -2.925 -0.270 -0.423 -0.034
H 1.277 -2.895 -3.165 -1.129 0.244 -0.343
H 2.850 3.265 2.620 0.166 0.532 0.642
H 4.173 1.196 3.227 -0.744 -0.811 -0.202
H -3.136 -0.284 0.810 0.109 -0.470 1.119
H 3.606 2.678 -2.115 0.825 0.568 -0.033
H 2.957 3.211 0.094 0.346 -0.370 0.057
H -3.039 1.553 1.910 -1.190 0.350 -0.456
H -2.169 3.083 2.330 -0.365 -0.134 -0.185
H 1.501 2.313 2.064 0.552 -0.559 -0.346
H 3.165 0.999 1.064 0.073 0.452 -0.611
H 3.044 -3.603 0.377 -0.685 0.342 0.440
H -0.703 -1.176 4.325 -0.530 0.184 2.679
H 1.603 1.151 -2.981 0.196 -0.661 0.492
H -1.980 0.138 -0.867 0.248 0.088 -0.568
H -3.178 -4.450 -0.970 -0.850 0.004 0.108
H 1.913 0.442 3.425 -1.145 0.098 0.052
H -3.719 -1.268 -0.620 -0.367 0.671 1.248
H -1.221 -1.574 -4.620 0.131 -0.207 0.622
H -3.310 2.595 -1.093 -0.439 -1.432 0.609
H 0.495 -3.063 3.511 -0.059 -0.462 0.847
H -1.829 2.263 0.800 0.114 -0.646 1.209
H 1.990 -2.594 1.429 0.226 0.217 1.822
H -0.852 -3.136 -1.000 0.632 -0.735 -0.113
H -4.904 1.505 0.229 0.382 0.488 0.335
H -2.040 4.608 -2.583 -0.205 -0.914 0.801
H -0.171 -1.372 6.065 -0.411 -0.548 -0.128
H 0.334 0.545 0.715 -0.112 -0.179 1.353
H -1.872 -2.772 1.747 -0.371 -0.338 -0.804
H 0.163 -1.429 -0.742 -0.613 0.842 -0.169
H -2.837 -2.204 3.569 -0.929 -0.752 -0.032
H -1.393 -2.203 -2.895 0.401 0.375 -0.762
H -0.499 -1.741 1.933 -0.250 0.767 0.408
H -2.544 3.111 -3.218 -0.191 -0.834 -0.644
H 1.207 3.572 0.071 1.038 0.223 0.240
H 0.409 1.420 -0.743 -0.569 -0.477 -0.329
H 0.892 -1.194 -3.242 0.094 1.326 0.781
H 5.040 2.425 -0.283 -0.421 1.549 1.602
H 2.377 4.830 0.503 0.115 -0.129 0.248
H -1.999 -3.767 -4.121 -0.231 -0.526 -0.279
H -0.894 2.157 -5.941 0.042 -0.151 -0.096
H -1.118 -3.963 3.850 0.958 0.127 0.042
H -5.623 0.473 -0.905 0.063 -0.536 -0.109
H 1.751 2.308 -4.281 0.016 -0.170 0.008